A structure of composition C40H120AsF6N10O10 in a non-equilibrium geometry, computed with ωB97M-V with the def2-TZVPD basis set.

XYZ file:
```
187
Properties=species:S:1:pos:R:3:mulliken_charge:R:1
As -0.1732 0.7976 0.8290 2.15
F 0.7698 2.2462 1.1640 -0.42
F -1.2785 1.5852 -0.2834 -0.45
F 0.9084 -0.0153 1.9597 -0.44
F -0.9868 -0.7321 0.4223 -0.37
F -1.3521 1.0247 2.1313 -0.41
F 0.9293 0.4957 -0.5124 -0.63
O 4.8217 5.6202 5.8134 -0.35
O 4.5497 0.1394 -4.3660 -0.45
O -4.2143 -1.5146 4.0678 -0.39
O -2.9653 -5.3890 0.1377 -0.33
O -6.6231 1.2112 -3.2392 -0.36
O 0.1148 -3.2982 -3.2846 -0.16
O -0.9219 6.7603 -0.2608 -0.35
O 1.4410 -4.4181 1.4779 -0.46
O 5.6589 -0.3440 -0.0266 -0.31
O -5.0822 5.3199 4.8748 -0.38
N -4.8606 5.5023 2.2912 -0.29
N 5.5162 1.7935 -6.3624 -0.25
N 6.3768 0.7725 2.3396 -0.16
N -0.5007 4.2362 -0.8528 0.03
N 2.1696 -6.7313 0.1315 -0.18
N -5.0174 -7.3725 -0.8447 -0.17
N 0.5283 -4.8238 -5.6487 -0.24
N 3.6594 3.1277 5.5913 -0.30
N -6.8009 -2.5150 4.6072 -0.28
N -3.9579 1.2123 -3.6905 -0.25
C -4.6421 4.1192 2.8830 0.46
C -7.6383 2.0103 -2.7084 -0.75
C 7.7376 0.8223 -6.2435 -1.55
C -4.8602 -2.1974 3.0112 0.02
C -3.5887 -0.4202 -1.8140 -0.95
C -1.6439 7.9383 -0.6367 -0.88
C -0.3902 -2.3059 -2.4228 -0.87
C -2.5634 -6.7005 -0.2412 -0.59
C 4.9025 0.4531 2.0316 0.37
C 2.0026 -3.0772 -6.6229 -1.23
C 4.8400 -0.7508 1.0520 -0.44
C 3.1285 -5.5298 0.2262 -0.15
C -1.8484 -4.6471 0.6071 -0.72
C 0.7212 5.1464 -0.6540 0.59
C 1.5404 -3.7032 -5.2774 0.21
C 4.1123 -5.5063 -0.9348 -1.26
C -3.5204 -6.4151 -2.6131 -1.31
C -5.1940 5.2227 6.3022 -0.76
C 0.2790 6.6008 -1.0157 -0.77
C 4.8951 6.8798 6.4600 -0.74
C -2.9511 -0.9334 3.7314 -0.16
C 6.2543 0.4779 -6.1167 0.22
C 4.2486 1.7182 1.4401 -0.97
C 6.9428 -0.9449 -0.2066 -0.97
C -3.5712 -7.2061 -1.3356 0.13
C 2.2870 -4.2680 0.3795 0.54
C -3.6717 3.2546 2.0544 -0.86
C -4.5748 0.0282 -2.8620 0.39
C 3.6716 4.1079 4.3600 0.54
C -5.9170 0.4577 -2.3217 -0.77
C 0.8371 -2.7193 -4.3885 -0.69
C -5.8642 -3.2054 3.5974 0.09
C 5.8628 -0.2907 -4.8093 -0.48
C 2.4539 3.9329 3.5087 -1.67
C 3.6639 5.4711 5.0572 -1.00
C 4.3385 -0.1318 -2.9870 -0.51
C -4.1791 4.3372 4.3279 -0.92
C 0.8755 -3.2881 2.1657 -0.61
C -6.6806 -3.9640 2.5942 -1.28
C 1.8042 4.6363 -1.5993 -1.36
H 1.6550 4.9212 -2.6394 0.40
H 4.6179 1.8011 -5.8777 0.30
H -5.6229 -7.4026 -1.6694 0.40
H -1.1265 8.8216 -1.0153 0.39
H 2.7078 -3.6739 -7.2016 0.46
H -2.5839 -6.5610 -3.1531 0.34
H 1.0453 7.2035 -0.5249 0.41
H 8.1926 1.2403 -5.3392 0.43
H 6.7513 -0.1551 2.5705 0.40
H 7.0225 1.1584 1.6479 0.30
H 6.6290 -0.1715 -4.0417 0.33
H -0.9665 -2.6716 -1.5736 -0.03
H -4.3765 -6.4623 -3.2835 0.42
H 5.2701 -0.0647 -2.4277 0.19
H -0.3714 -4.3603 -5.7970 0.34
H 2.6233 4.4847 2.5808 0.45
H 2.7189 5.6743 5.5792 0.52
H -2.8121 3.8212 1.6841 0.10
H 0.3819 -5.5013 -4.9053 0.30
H 7.9932 1.5702 -6.9945 0.45
H -3.2162 4.8491 4.4117 0.39
H -2.3583 7.6460 -1.4120 0.37
H 0.5260 -2.6094 1.3808 0.03
H -1.7755 -3.5592 0.6554 0.36
H -2.2031 8.3096 0.2217 0.23
H 4.5134 0.2543 3.0309 0.25
H 4.4190 -6.5463 -1.0561 0.47
H 1.1678 -2.9005 -7.3035 0.46
H 3.5818 6.2089 4.2458 0.48
H -3.1069 0.8526 -4.1072 0.31
H 1.8117 3.5416 -1.5435 0.35
H 0.3031 -1.5862 -1.9739 0.41
H 3.5593 -5.2018 -1.8274 0.19
H -1.5393 -6.7734 -0.6036 0.22
H 5.9323 -0.2131 -6.8940 0.24
H -6.1022 -4.3508 1.7521 0.08
H 4.6632 3.8820 3.9723 0.49
H 1.6789 -2.1983 -3.9161 0.25
H -5.2321 5.6116 1.3459 0.34
H 0.0491 6.7771 -2.0666 0.43
H -2.5281 -0.4241 -2.0677 0.01
H 5.7505 -1.3588 -5.0024 0.37
H -7.4532 -3.3949 2.0670 0.46
H -8.2764 2.4177 -3.4942 0.31
H 5.4776 1.9287 -7.3749 0.40
H 0.0383 -3.5477 2.8049 0.36
H 1.5234 -6.8448 0.9154 0.38
H 2.7819 4.9251 -1.2168 0.41
H -5.4104 -1.5326 2.3365 0.38
H -7.2231 2.8435 -2.1331 0.28
H -2.4580 -0.6736 4.6681 0.42
H 5.1817 -1.7278 1.4079 0.44
H 4.9712 -4.8589 -0.7899 0.38
H 2.4711 -2.1266 -6.3699 0.25
H 3.6186 -5.6792 1.1887 0.40
H 3.0821 -3.5101 0.4260 -0.24
H 3.5031 0.4148 -2.5454 0.35
H -7.5857 -3.1469 4.7940 0.38
H -0.9421 -4.8390 0.0103 0.06
H 4.3435 2.6577 1.9734 0.31
H 1.6500 -6.5496 -0.7256 0.25
H -2.7066 -7.3564 0.6217 0.48
H -4.2281 3.4361 4.9371 0.53
H -4.6691 -0.7456 -3.6249 0.31
H -3.5202 0.2253 -0.9321 0.11
H -6.2391 -2.4342 5.4558 0.38
H 3.7415 2.1209 5.4366 0.26
H -3.0647 0.0911 3.3604 -0.10
H -7.2654 -1.6310 4.3898 0.32
H 8.3235 -0.0897 -6.3652 0.40
H 0.7390 -5.2543 -6.5531 0.40
H 3.8044 -0.8845 0.7290 -0.08
H 4.1480 6.8620 7.2575 0.33
H -3.2533 2.4424 2.6443 -0.04
H -1.4030 4.6740 -0.6636 0.40
H 2.2143 -4.3090 -4.6726 0.16
H -1.5056 -5.0433 1.5697 0.44
H -3.3034 -8.2266 -1.6158 0.37
H 0.9940 4.9466 0.3790 0.05
H -8.4110 1.4696 -2.1505 0.33
H 4.6231 3.2363 5.9363 0.43
H -3.3566 -5.3551 -2.3789 0.26
H 3.1720 1.5366 1.2792 -0.08
H -5.6548 3.7356 3.0015 0.29
H 5.9869 2.6456 -6.0438 0.39
H -0.5032 4.0298 -1.8513 0.43
H -5.3175 -6.5175 -0.3701 0.16
H 7.4898 -0.2234 -0.8096 0.29
H 4.5524 1.7690 0.3924 0.41
H 7.4857 -1.0827 0.7329 0.58
H -2.3057 -1.4283 3.0061 0.04
H -0.3594 3.3541 -0.3443 -0.28
H 2.6280 -7.6435 0.0406 0.42
H 4.6897 7.6991 5.7633 0.33
H -5.9867 5.8643 6.6874 0.30
H -3.9215 -1.3883 -1.4389 0.45
H 2.4000 2.8559 3.3463 0.16
H 5.9053 7.0742 6.8115 0.28
H -5.8152 0.9847 -1.3592 0.31
H -4.6644 1.3724 -4.4171 0.45
H -6.4360 -0.4324 -1.9376 0.47
H 1.6789 -3.9080 -0.4627 0.10
H 0.1773 -1.9799 -4.8500 0.45
H -1.1006 -1.7197 -3.0201 0.49
H 3.9705 -1.1375 -2.7198 0.13
H -3.9004 2.0427 -3.1090 0.29
H 3.0196 3.3603 6.3513 0.35
H -5.3106 -3.7852 4.3378 0.29
H -5.4541 6.0274 2.9496 0.44
H 1.7129 -2.8142 2.6783 0.44
H 6.8685 -1.9189 -0.6921 0.26
H -7.2551 -4.8127 2.9705 0.49
H 6.4824 1.2614 3.2285 0.35
H -3.9979 6.0484 2.2091 0.29
H -4.1707 -2.7988 2.4140 -0.09
H -5.3528 4.2209 6.6973 0.30
H 1.5448 4.3982 3.8855 0.52
H -4.0677 2.8048 1.1415 0.36
H -4.3226 5.7378 6.7165 0.33
H -5.2761 -8.1457 -0.2256 0.41
```

The total charge is +9. For the HOMO-LUMO gap, the calculation gives 7.9 eV.